Formula: CH4N2S
Source: the OMol25 dataset
Level of theory: ωB97M-V/def2-TZVPD

Molecular weight, u: 76.12
Energy relative to the best compared isomer or geometry (same formula, charge and spin), kJ/mol: 149.95
Highest occupied orbital energy, eV: -8.9
E_tot, eV: -14916.0503
Frontier orbital gap, eV: 8.5

Cartesian coordinates (Å):
C: -2.161544 0.253467 -0.610449
N: 0.967031 2.652558 0.040166
N: 1.845980 2.010938 -0.119034
S: -3.476826 0.725020 0.177119
H: -2.131300 -0.694506 -1.136991
H: -1.267250 0.862169 -0.638458
H: 1.829964 0.045888 0.702386
H: 1.656847 -0.593204 1.124399

Atoms 1-2, force components in eV/Å:
-0.435 0.041 0.214
1.249 -0.886 -0.240


Formula: C2H4BrNO2
Source: the OMol25 dataset
Level of theory: ωB97M-V/def2-TZVPD

Molecular weight, u: 153.96
Energy relative to the best compared isomer or geometry (same formula, charge and spin), kJ/mol: 613.52
Highest occupied orbital energy (alpha / beta), eV: -9.4 / -9.4
E_tot, eV: -77759.9689
Frontier orbital gap (alpha / beta), eV: 8.0 / 8.0

Cartesian coordinates (Å):
C: -1.243060 -0.718011 -0.458922
C: 0.711532 -0.080697 0.680764
N: 0.745095 1.161037 0.065238
O: 1.450545 1.127533 -0.915936
O: -0.007955 2.078817 0.400092
Br: 1.956480 -1.334155 0.033077
H: -1.594302 0.255380 0.020442
H: -1.353180 -1.686039 -0.028806
H: -0.996448 -0.756814 -1.549422
H: 0.331291 -0.047055 1.753472

Atoms 1-2, force components in eV/Å:
2.657 2.795 1.082
-3.806 -2.606 1.182


Formula: C3H4N4O
Source: the OMol25 dataset
Level of theory: ωB97M-V/def2-TZVPD

Molecular weight, u: 112.09
Energy relative to the best compared isomer or geometry (same formula, charge and spin), kJ/mol: 114.41
Highest occupied orbital energy, eV: -9.3
E_tot, eV: -11182.7833
SMILES string: O=CNc1nc[nH]n1
Frontier orbital gap, eV: 10.1

Cartesian coordinates (Å):
O: -1.076018 -1.512287 -2.341480
C: -0.102116 -0.801110 -2.369822
N: 0.392377 -0.028766 -1.374155
C: 0.150773 0.035383 0.018359
N: 0.819790 1.059338 0.786396
C: 0.224251 0.952041 2.003189
N: -0.541200 -0.149288 1.953117
N: -0.761108 -0.605957 0.748134
H: 0.648459 -0.866445 -3.183132
H: 1.068288 0.606591 -1.689740
H: 0.293248 1.814028 2.711812
H: -1.116745 -0.503527 2.737323

Atoms 1-2, force components in eV/Å:
0.099 0.434 0.113
-0.060 -1.869 -0.079


Formula: C4H8O2
Source: the OMol25 dataset
Level of theory: ωB97M-V/def2-TZVPD

Molecular weight, u: 88.11
Energy relative to the best compared isomer or geometry (same formula, charge and spin), kJ/mol: 220.72
Highest occupied orbital energy, eV: -9.7
E_tot, eV: -8370.9941
SMILES string: CO[C@@H](C)C=O
Frontier orbital gap, eV: 10.5

Cartesian coordinates (Å):
C: -1.331608 -0.285681 1.396800
O: -0.853865 0.521857 0.317412
C: 0.131034 -0.123758 -0.626161
C: 0.609673 0.939301 -1.612160
C: 1.139288 -0.610060 0.362477
O: 0.928214 -1.612957 1.012402
H: -2.290037 -0.778319 1.185970
H: -0.594221 -1.078537 1.581771
H: -1.378336 0.285431 2.335381
H: -0.359632 -0.967893 -1.126951
H: -0.248887 1.579470 -1.810967
H: 1.416787 1.565731 -1.211650
H: 0.959570 0.541872 -2.575808
H: 1.940756 0.092007 0.656084

Atoms 1-2, force components in eV/Å:
0.293 -0.559 0.183
0.720 -0.175 -0.583